Entry 1:
The following is a quantum chemistry calculation of a 2-piece molecular cluster, C3H11N2S overall, from the OMol25 dataset.

```
17
Properties=species:S:1:pos:R:3
C -2.329 0.426 0.881
C -0.304 0.738 2.221
C -0.176 0.415 -0.155
N 2.306 -1.289 -2.647
N -0.894 0.568 0.917
S 1.509 0.289 -0.207
H -2.814 1.295 1.325
H -2.684 0.305 -0.140
H -2.616 -0.456 1.458
H 0.658 1.241 2.136
H -0.967 1.327 2.850
H -0.148 -0.235 2.693
H -0.710 0.265 -1.085
H 2.175 -2.274 -2.445
H 3.300 -1.086 -2.683
H 1.888 -1.055 -3.540
H 1.807 -0.473 -1.577
```

## Properties
* net charge: +1
* energy: -17098.4318 eV
* ΔE to the lowest compared entry with this formula, charge and spin: 13.4 kcal per mole

Entry 2:
The following is a quantum chemistry calculation of a 2-piece molecular cluster, C3H11N2S overall in a non-equilibrium geometry, from the OMol25 dataset.

```
17
Properties=species:S:1:pos:R:3
C 0.702 -2.251 0.636
C -0.351 0.408 0.242
C 0.484 0.955 -0.829
N 0.027 0.743 1.491
N 0.551 0.520 -2.094
S -1.028 2.360 -0.497
H 0.923 -1.440 -0.087
H 1.129 -1.952 1.586
H 1.111 -3.204 0.283
H -1.301 -0.176 -0.027
H 1.412 1.439 -0.612
H 0.896 1.230 1.769
H -0.639 0.547 2.262
H 1.110 1.088 -2.720
H 0.163 -0.233 -2.448
H -0.418 -2.441 0.742
H -1.885 1.868 -1.497
```

## Properties
* net charge: +1
* energy: -17092.9737 eV
* ΔE to the lowest compared entry with this formula, charge and spin: 13.2 kcal per mole
* multiplicity: 3
* <S²>: 2.0156

Entry 3:
The following is a quantum chemistry calculation of a 2-piece molecular cluster, C3H11N3 overall, from the OMol25 dataset.

```
17
Properties=species:S:1:pos:R:3
C 1.970 -1.234 0.540
C 1.917 -0.206 -0.306
N 2.501 1.018 -0.115
H 2.460 -1.134 1.495
H 1.431 -2.150 0.354
H 1.395 -0.347 -1.247
H 2.833 1.263 0.797
H 2.471 1.686 -0.857
N -1.710 0.945 0.801
C -1.827 -0.387 0.192
N -2.339 -0.413 -1.163
H -0.824 0.997 1.294
H -1.737 1.689 0.120
H -0.848 -0.862 0.182
H -2.479 -1.024 0.794
H -3.325 -0.154 -1.168
H -1.887 0.313 -1.712
```

## Properties
* energy: -7758.7446 eV
* SMILES: C=CN.NCN
* ΔE to the lowest compared entry with this formula, charge and spin: 30.9 kcal per mole

Entry 4:
The following is a quantum chemistry calculation of a 2-piece molecular cluster, C3H11N3 overall in a non-equilibrium geometry, from the OMol25 dataset.

```
17
Properties=species:S:1:pos:R:3
C -3.977 -2.092 0.878
C -2.729 -2.434 1.026
N -1.673 -1.730 0.347
H -4.287 -1.261 0.187
H -4.739 -2.732 1.268
H -2.389 -3.466 1.551
H -1.637 -1.654 -0.691
H -0.717 -1.996 0.698
N 2.587 3.226 -0.742
C 2.912 1.832 -0.448
N 1.765 1.006 -0.499
H 1.635 3.311 -0.899
H 2.889 3.471 -1.686
H 3.672 1.541 -1.276
H 3.345 1.735 0.632
H 2.104 0.038 -0.731
H 1.239 1.205 0.386
```

## Properties
* net charge: +1
* energy: -7748.7294 eV
* ΔE to the lowest compared entry with this formula, charge and spin: 61.3 kcal per mole
* multiplicity: 2
* <S²>: 0.7679

Entry 5:
The following is a quantum chemistry calculation of a 2-piece molecular cluster, C3H11N3O overall in a non-equilibrium geometry, from the OMol25 dataset.

```
18
Properties=species:S:1:pos:R:3
C -0.944 -1.038 -1.298
C -0.855 1.930 0.808
N -0.426 0.552 0.692
O -0.961 -2.177 -2.001
H -0.141 -2.231 -2.517
H -0.802 -0.055 1.414
H -0.684 -0.109 -1.788
H -1.775 -1.005 -0.610
H -0.450 2.606 0.050
H -1.940 1.975 0.679
H -0.575 2.347 1.786
N 0.953 -1.091 -0.524
C 1.030 0.335 0.489
N 1.849 0.248 1.550
H 1.937 -1.060 -0.790
H 0.971 -1.939 0.047
H 1.438 -0.367 2.259
H 1.375 1.081 -0.245
```

## Properties
* energy: -9802.1220 eV
* ΔE to the lowest compared entry with this formula, charge and spin: 135.6 kcal per mole

Entry 6:
The following is a quantum chemistry calculation of C3H11N3O as an isolated structure in a non-equilibrium geometry, from the OMol25 dataset.

```
18
Properties=species:S:1:pos:R:3
C -0.895 1.445 -0.384
C 0.938 1.356 1.255
C -0.950 -2.309 -0.564
N 1.278 0.430 -0.745
N 1.081 -1.326 -0.048
N 0.499 1.261 -0.038
O -0.211 -1.500 0.340
H -1.251 0.730 -1.121
H -1.451 1.549 0.603
H -0.881 2.465 -0.897
H 1.961 1.376 1.133
H 0.535 2.245 1.851
H 0.506 0.351 1.972
H -0.373 -3.160 -1.025
H -1.271 -1.642 -1.374
H -1.923 -2.597 0.030
H 0.810 0.389 -1.773
H 1.599 -1.064 0.785
```

## Properties
* energy: -9800.8237 eV
* ΔE to the lowest compared entry with this formula, charge and spin: 165.5 kcal per mole

Entry 7:
The following is a quantum chemistry calculation of a 2-piece molecular cluster, C3H11N3O overall, from the OMol25 dataset.

```
18
Properties=species:S:1:pos:R:3
C 0.859 1.114 -0.114
C -0.356 1.410 -0.694
N -1.234 0.557 -1.145
N 1.547 2.272 0.544
H 1.354 0.177 0.036
H -0.567 2.485 -0.804
H -2.000 1.000 -1.628
H -0.574 -1.018 -1.210
H 2.536 2.072 0.640
H 1.179 2.516 1.461
H 1.470 3.084 -0.074
N -0.415 -1.867 1.267
C -0.535 -2.572 -0.022
O -0.003 -1.820 -1.053
H -0.584 -0.885 1.087
H -1.140 -2.181 1.897
H 0.045 -3.502 0.040
H -1.583 -2.842 -0.227
```

## Properties
* energy: -9804.4280 eV
* ΔE to the lowest compared entry with this formula, charge and spin: 82.4 kcal per mole

Entry 8:
The following is a quantum chemistry calculation of a 2-piece molecular cluster, C3H11N3O2 overall in a non-equilibrium geometry, from the OMol25 dataset.

```
19
Properties=species:S:1:pos:R:3
O 0.667 -2.694 2.025
C 0.340 -1.950 1.132
N -0.961 -1.916 0.691
C 1.235 -0.962 0.415
N 0.676 0.401 0.628
C 1.393 1.342 -0.254
N 0.654 1.516 -1.490
H -1.623 -2.622 0.936
H -1.268 -1.428 -0.144
H 2.207 -1.018 0.920
H 1.476 -1.203 -0.628
H -0.279 0.308 0.301
H 1.510 2.274 0.305
H 2.391 0.963 -0.439
H 1.176 1.929 -2.237
H -0.195 2.043 -1.353
H -3.055 1.475 0.376
H -3.558 0.568 -0.796
O -2.785 0.973 -0.387
```

## Properties
* energy: -11854.6628 eV
* SMILES: NCNCC(N)=O.O
* ΔE to the lowest compared entry with this formula, charge and spin: 24.8 kcal per mole